1.
C2HBrIN | ωB97M-V with the def2-TZVPD basis set

Each line ends with the Löwdin charge.
Geometry (Å):
I -0.448 4.031 2.177  0.61
Br -1.750 0.227 -1.752  0.59
N 0.301 2.691 0.615  -0.30
C -0.439 0.506 -0.318  -0.51
C -0.173 1.640 0.297  -0.41
H -0.022 -0.482 -0.272  0.02

Summary:
HOMO-LUMO gap (alpha / beta): 7.255 / 7.257 eV
HOMO (alpha / beta): -8.9189 / -8.9197 eV
relative energy (zero: lowest compared OMol25 entry of this formula, charge and spin): 152.7 kJ/mol
SMILES: BrC=C=NI
LUMO energy (alpha / beta): -1.66 / -1.66 eV

=====

2.
C26H51IO12S5 | ωB97M-V with the def2-TZVPD basis set

Each line ends with the Löwdin charge.
Geometry (Å):
I -0.103 2.593 -2.004  1.04
S 1.082 -2.439 -0.925  0.52
S -3.769 -2.740 1.983  0.68
S -0.687 -5.122 7.106  0.66
S 5.510 5.113 -0.727  0.66
S -2.701 1.933 -5.913  0.64
O -0.472 -5.694 5.801  -0.31
O 1.997 -2.168 0.099  -0.21
O -0.333 -1.865 -0.528  -0.18
O -4.949 -3.345 1.417  -0.32
O -3.458 -1.355 1.710  -0.33
O 5.087 4.920 0.634  -0.31
O 4.742 4.567 -1.819  -0.33
O -3.206 0.603 -5.686  -0.33
O -3.177 3.056 -5.150  -0.32
O -1.665 -4.083 7.309  -0.33
O 1.313 -1.499 -2.132  -0.18
O 0.968 -3.756 -1.385  -0.20
C 7.259 7.063 -0.619  -0.22
C 5.796 6.859 -1.001  -0.23
C -2.833 2.332 -7.654  -0.23
C -0.971 -6.447 8.274  -0.23
C -5.254 1.455 -2.228  -0.07
C -0.426 2.176 -7.281  -0.21
C -2.565 -3.966 4.023  -0.22
C 8.021 5.873 -1.220  -0.21
C 0.975 0.796 -1.578  -0.66
C -4.240 1.537 0.027  -0.08
C 7.228 4.603 -0.880  -0.22
C -1.537 -3.755 2.904  -0.21
C 1.153 -5.485 9.003  -0.21
C -1.507 3.010 -7.983  -0.22
C 0.324 -0.411 -2.229  -0.28
C -0.908 1.915 -5.847  -0.24
C 2.403 1.048 -2.058  -0.32
C -3.249 0.061 -1.761  -0.16
C -2.330 -3.733 1.601  -0.22
C -0.917 -1.033 -1.576  -0.24
C 0.899 -4.600 7.775  -0.21
C -3.931 1.380 -1.450  -0.44
C -3.731 -3.002 3.761  -0.21
C -2.018 -0.260 -0.898  -0.15
C 0.425 -6.816 8.768  -0.22
C 3.206 1.898 -1.053  -0.10
H -1.587 -6.047 9.078  0.11
H 0.379 -7.419 9.673  0.11
H -1.796 -3.285 0.766  0.08
H -1.344 3.063 -9.058  0.11
H -3.040 -0.010 -2.827  0.11
H -1.490 -7.259 7.771  0.11
H -1.503 4.029 -7.592  0.12
H -3.359 1.666 0.648  0.07
H -6.072 1.102 -1.610  0.07
H -3.570 -2.033 4.230  0.10
H -1.026 -2.799 3.042  0.12
H 5.097 7.431 -0.397  0.11
H 4.110 1.375 -0.771  0.08
H 2.594 2.091 -0.180  0.07
H 2.220 -5.630 9.163  0.11
H -2.363 -0.965 -0.150  0.08
H 9.039 5.810 -0.840  0.11
H 3.482 2.852 -1.484  0.03
H -4.691 -3.405 4.071  0.10
H -1.655 0.604 -0.356  0.09
H -4.809 0.692 0.401  0.08
H -0.299 1.228 -7.807  0.12
H 1.645 -4.755 6.999  0.11
H -0.580 0.949 -5.471  0.09
H 2.908 0.115 -2.266  0.11
H 1.019 0.622 -0.507  0.10
H -2.132 -3.797 5.002  0.07
H 7.363 7.060 0.468  0.12
H 7.526 4.181 0.078  0.10
H 0.539 2.681 -7.281  0.11
H -2.950 1.395 -8.196  0.11
H 0.750 -5.002 9.895  0.12
H 2.338 1.626 -2.971  0.07
H -0.783 -4.540 2.897  0.12
H 8.082 5.990 -2.304  0.12
H -3.328 2.227 -1.759  0.09
H 5.628 7.056 -2.059  0.11
H -2.924 -4.996 3.997  0.12
H 0.948 -7.395 8.004  0.12
H 0.278 -0.253 -3.299  0.14
H -2.685 -4.727 1.331  0.11
H -3.704 2.966 -7.807  0.11
H 7.637 8.014 -0.989  0.11
H -3.989 -0.704 -1.535  0.13
H -0.594 2.700 -5.165  0.05
H -4.853 2.425 0.158  0.08
H 7.296 3.844 -1.654  0.10
H 0.837 -3.545 8.025  0.10
H -5.469 2.458 -2.566  0.07
H -1.362 -1.702 -2.312  0.16
H -5.213 0.800 -3.093  0.07

Summary:
HOMO-LUMO gap: 9.767 eV
HOMO: -9.2756 eV
relative energy (zero: lowest compared OMol25 entry of this formula, charge and spin): 22.5 kJ/mol
SMILES: CC[C@@H](I)[C@H]1OS(=O)(=O)O[C@H]1CCC(C)C.O=S1(=O)CCCC1.O=S1(=O)CCCC1.O=S1(=O)CCCC1.O=S1(=O)CCCC1
LUMO energy: 0.49 eV

=====

3.
C4H9OS | ωB97M-V with the def2-TZVPD basis set

Each line ends with the Löwdin charge.
Geometry (Å):
S 1.381 0.802 -2.313  0.64
O -2.901 -0.652 1.154  -0.37
C 1.653 -0.066 -0.730  -0.59
C 0.669 0.281 0.377  -0.32
C -0.755 -0.180 0.072  -0.26
C -1.705 -0.090 1.305  -0.59
H -0.770 -1.212 -0.302  0.10
H 2.705 0.187 -0.516  0.05
H -1.058 -0.544 2.120  0.07
H 0.414 0.023 -2.809  -0.16
H 0.616 1.372 0.483  0.10
H 1.620 -1.140 -0.881  0.06
H 1.023 -0.187 1.302  0.10
H -1.759 1.011 1.530  0.08
H -1.133 0.395 -0.792  0.09

Summary:
HOMO-LUMO gap: 5.342 eV
HOMO: -2.2150 eV
relative energy (zero: lowest compared OMol25 entry of this formula, charge and spin): 119.9 kJ/mol
SMILES: [O-]CCCCS
charge: -1
LUMO energy: 3.13 eV

=====

4.
C12H28O5PS2Tc | ωB97M-V with the def2-TZVPD basis set

Each line ends with the Löwdin charge.
Geometry (Å):
Tc -0.261 -0.077 0.281  1.23
S -0.353 -0.075 2.483  0.37
S 1.706 0.371 4.967  0.70
P -0.259 0.102 4.641  0.01
O -1.265 1.183 5.014  -0.25
O 1.440 -0.042 -1.120  -0.27
O -0.627 -1.230 5.248  -0.26
O -0.320 -1.967 -0.786  -0.35
O -0.842 1.310 -1.199  -0.38
C 1.028 -2.373 -1.177  -0.11
C -1.376 -2.318 -1.741  0.02
C -2.493 2.814 3.694  -0.03
C 1.465 1.233 -1.834  -0.09
C -0.126 3.360 4.450  -0.04
C 0.071 1.515 -2.333  -0.10
C -1.434 2.676 4.758  -0.34
C -3.018 -1.664 4.664  -0.04
C 1.680 -1.237 -1.924  -0.09
C -2.272 -1.337 7.077  -0.02
C -2.208 1.809 -1.424  0.02
C -1.955 -1.878 5.709  -0.31
H -1.438 -1.473 7.765  0.10
H -1.818 3.009 5.718  0.16
H -2.784 1.610 -0.524  0.10
H -2.132 2.434 2.733  0.06
H 1.557 -2.608 -0.255  0.15
H -3.290 -0.609 4.578  0.08
H -2.156 2.879 -1.603  0.12
H 0.595 3.262 5.258  0.09
H -0.326 4.424 4.325  0.11
H -1.652 -2.917 5.757  0.15
H -2.730 3.872 3.577  0.11
H -3.908 -2.208 4.980  0.12
H -0.019 2.547 -2.668  0.16
H 0.313 2.995 3.514  0.08
H -3.121 -1.900 7.467  0.12
H -1.439 -3.401 -1.798  0.12
H 1.788 1.978 -1.111  0.15
H 1.254 -1.090 -2.915  0.14
H -0.239 0.849 -3.138  0.14
H -3.408 2.293 3.970  0.10
H -2.311 -1.923 -1.352  0.10
H -2.715 -2.056 3.692  0.08
H 0.976 -3.271 -1.788  0.16
H 2.752 -1.397 -2.009  0.16
H -1.155 -1.898 -2.721  0.11
H 2.187 1.198 -2.646  0.16
H -2.641 1.295 -2.279  0.11
H -2.552 -0.283 7.043  0.09

Summary:
HOMO-LUMO gap (alpha / beta): 7.481 / 6.733 eV
multiplicity: 4
HOMO (alpha / beta): -19.2691 / -19.3251 eV
charge: +3
⟨S²⟩: 3.779
LUMO energy (alpha / beta): -11.79 / -12.59 eV

=====

5.
C5H15NO | ωB97M-V with the def2-TZVPD basis set

Each line ends with the Löwdin charge.
Geometry (Å):
O 0.575 -0.139 -3.945  -0.33
N 0.009 0.665 0.551  -0.32
C -0.649 -1.875 0.417  -0.25
C 0.125 1.306 -0.788  -0.26
C -1.054 -0.357 0.769  -0.24
C 0.738 -2.023 1.006  -0.18
C -0.024 1.801 1.445  -0.21
H -0.640 2.047 -0.900  0.01
H -1.231 -0.118 1.906  0.13
H 1.028 -3.033 1.233  0.05
H -0.093 0.383 -1.477  0.08
H -0.659 -1.888 -0.712  0.10
H 1.291 -1.402 0.250  0.07
H 1.607 0.018 -3.959  -0.02
H 0.942 2.392 1.345  0.09
H -0.030 1.444 2.485  0.07
H 0.832 -1.518 1.975  0.06
H 1.118 1.786 -0.635  0.03
H -0.861 2.383 1.324  0.03
H 0.324 0.675 -3.492  -0.08
H -1.919 -0.125 0.216  0.07
H -1.429 -2.423 0.984  0.09

Summary:
HOMO-LUMO gap (alpha / beta): 2.668 / 8.696 eV
multiplicity: 2
HOMO (alpha / beta): 1.1382 / -5.0851 eV
relative energy (zero: lowest compared OMol25 entry of this formula, charge and spin): 234.3 kJ/mol
charge: -1
⟨S²⟩: 0.750
LUMO energy (alpha / beta): 3.81 / 3.61 eV

=====

| no. | total energy (eV) |
| --- | --- |
| 1 | -81720.693 |
| 2 | -114634.379 |
| 3 | -17176.138 |
| 4 | -56263.150 |
| 5 | -8962.450 |